Record 1
# C45H80IN3O10P2

3 unconnected molecules or ions with the total composition C45H80IN3O10P2 in a non-equilibrium geometry (ωB97M-V with the def2-TZVPD basis set, OMol25).

The geometry in XYZ format:
```
141
Properties=species:S:1:pos:R:3
C 1.621 -4.053 4.716
C 1.725 -2.831 4.208
C 1.664 -2.640 2.722
O 2.245 -3.464 2.050
O 1.006 -1.590 2.201
C 1.412 -1.345 0.841
C 0.985 0.018 0.318
C -0.541 0.141 0.140
C -1.066 -0.556 -1.141
C -2.589 -0.828 -0.982
C -3.496 0.164 -1.784
C -4.546 0.741 -0.853
C -4.494 2.020 -0.380
C -5.450 2.552 0.523
N -5.297 3.837 0.954
C -6.197 4.248 1.815
C -6.027 5.666 2.328
C -7.268 6.579 2.138
C -7.638 7.354 3.440
I -9.630 6.931 4.168
C -7.267 3.388 2.266
N -8.166 3.909 3.238
C -7.938 3.453 4.426
C -7.035 4.205 5.385
C -8.525 2.147 4.901
N -7.467 2.157 1.850
C -6.511 1.757 0.959
C -6.577 0.427 0.458
C -5.646 -0.083 -0.407
C -5.796 -1.533 -0.845
C -6.852 -1.741 -1.952
C -8.310 -1.468 -1.540
C -8.807 -2.272 -0.330
C -9.487 -3.618 -0.715
C -11.006 -3.570 -0.492
C -11.385 -3.531 0.999
C -12.933 -3.437 1.164
C -13.384 -2.053 1.696
C -13.579 -2.128 3.224
H 1.391 -4.217 5.766
H 1.768 -4.942 4.109
H 1.868 -2.003 4.898
H 0.933 -2.111 0.224
H 2.502 -1.395 0.782
H 1.297 0.808 1.013
H 1.443 0.174 -0.665
H -1.053 -0.249 1.028
H -0.866 1.188 0.069
H -0.890 0.067 -2.022
H -0.563 -1.520 -1.269
H -2.763 -1.859 -1.317
H -2.887 -0.825 0.071
H -3.979 -0.352 -2.617
H -2.862 0.988 -2.124
H -3.676 2.664 -0.696
H -5.669 5.696 3.360
H -5.221 6.103 1.728
H -8.165 6.046 1.824
H -7.066 7.359 1.397
H -6.921 7.171 4.242
H -7.638 8.433 3.282
H -6.014 4.071 5.003
H -7.307 5.260 5.407
H -7.059 3.741 6.375
H -9.445 1.884 4.385
H -7.789 1.364 4.651
H -8.625 2.161 5.991
H -7.373 -0.232 0.792
H -4.855 -1.943 -1.216
H -6.033 -2.115 0.052
H -6.749 -2.766 -2.337
H -6.591 -1.092 -2.800
H -8.388 -0.397 -1.319
H -8.941 -1.654 -2.417
H -9.594 -1.669 0.144
H -8.054 -2.437 0.444
H -9.101 -4.392 -0.036
H -9.223 -3.926 -1.732
H -11.516 -4.432 -0.939
H -11.432 -2.660 -0.942
H -10.968 -2.646 1.494
H -11.004 -4.419 1.515
H -13.396 -3.617 0.187
H -13.258 -4.195 1.882
H -14.340 -1.770 1.239
H -12.665 -1.266 1.446
H -14.150 -3.014 3.507
H -12.584 -2.224 3.683
H -14.031 -1.227 3.647
C 6.941 -2.685 1.023
C 6.014 -1.492 1.161
O 6.591 -0.315 0.602
P 6.809 -0.233 -1.025
O 5.382 -0.188 -1.496
O 7.042 1.398 -1.211
C 6.542 2.072 -2.368
C 5.392 2.978 -1.982
O 8.462 -0.383 -0.850
C 9.317 0.622 -0.276
C 9.286 0.631 1.237
H 7.091 -2.945 -0.031
H 6.526 -3.555 1.533
H 7.922 -2.463 1.442
H 5.044 -1.701 0.700
H 5.831 -1.289 2.216
H 6.237 1.361 -3.137
H 7.363 2.667 -2.778
H 4.603 2.415 -1.483
H 4.970 3.470 -2.860
H 5.731 3.743 -1.282
H 9.129 1.611 -0.683
H 10.329 0.362 -0.597
H 8.365 1.073 1.615
H 10.118 1.227 1.617
H 9.362 -0.380 1.637
C 13.286 -2.985 -1.793
C 13.786 -3.150 -3.216
O 13.550 -1.985 -4.006
P 14.367 -0.618 -3.654
O 15.801 -0.978 -3.840
O 14.120 0.244 -5.029
C 15.150 1.101 -5.531
C 15.719 0.526 -6.810
O 13.163 0.131 -2.859
C 11.976 0.657 -3.463
C 10.926 -0.396 -3.741
H 13.848 -2.207 -1.267
H 13.394 -3.918 -1.238
H 12.237 -2.688 -1.783
H 14.850 -3.398 -3.227
H 13.254 -3.969 -3.702
H 15.934 1.251 -4.789
H 14.694 2.074 -5.731
H 16.092 -0.486 -6.650
H 16.536 1.144 -7.186
H 14.945 0.465 -7.576
H 12.189 1.249 -4.349
H 11.575 1.362 -2.731
H 11.196 -1.006 -4.603
H 9.969 0.080 -3.962
H 10.796 -1.060 -2.886
```

Computed properties:
* total charge: 0
* lowest unoccupied orbital energy: -1.294 eV
* SMILES: C=CC(=O)OCCCCCCc1cc2nc(CCCI)c(N=C(C)C)nc2cc1CCCCCCCCCC.CCOP(=O)(OCC)OCC.CCOP(=O)(OCC)OCC
* Kohn-Sham gap: 6.64 eV



Record 2
# C45H82Br2N5O12S2

A molecular structure, C45H82Br2N5O12S2 in a non-equilibrium geometry (ωB97M-V with the def2-TZVPD basis set, OMol25).

The geometry in XYZ format:
```
148
Properties=species:S:1:pos:R:3
C -0.497 -4.687 1.989
O 0.795 -4.379 1.476
C 0.984 -2.996 1.263
C 2.495 -2.753 1.038
C 2.670 -2.077 -0.336
C 2.090 -0.658 -0.422
C 2.473 0.227 0.782
C 2.462 1.723 0.388
C 1.129 2.385 0.803
N 0.585 3.325 -0.213
C 0.035 2.668 -1.428
C -1.180 1.838 -1.032
N -2.040 2.319 0.065
C -3.425 2.004 -0.297
C -3.593 0.451 -0.279
C -4.992 0.041 0.255
S -5.974 -0.872 -0.961
C -7.439 0.111 -1.131
S -7.487 1.730 -0.972
N -8.558 -0.631 -1.463
C -8.748 -1.988 -1.277
C -9.971 -2.250 -1.766
N -10.535 -1.081 -2.247
C -9.704 -0.130 -2.051
C -1.852 3.711 0.573
C -1.871 3.627 2.124
C -2.755 2.558 2.779
C -2.664 2.699 4.300
N -3.074 1.561 5.008
O -2.227 3.688 4.856
C -2.827 4.649 -0.151
Br -2.494 4.771 -2.069
C -3.869 5.356 0.291
C -4.323 5.343 1.734
Br -4.951 6.452 -0.841
C -0.425 4.309 0.278
H -1.123 -5.040 1.162
H -0.948 -3.847 2.521
H -0.381 -5.521 2.684
H 0.673 -2.405 2.139
H 0.388 -2.646 0.408
H 2.946 -2.181 1.848
H 2.958 -3.738 0.974
H 3.730 -2.030 -0.607
H 2.193 -2.728 -1.076
H 2.466 -0.194 -1.339
H 0.997 -0.692 -0.527
H 3.490 -0.038 1.081
H 1.810 0.044 1.632
H 2.659 1.850 -0.678
H 3.259 2.189 0.965
H 0.420 1.618 1.114
H 1.332 2.984 1.694
H 1.385 3.881 -0.532
H 0.798 1.966 -1.773
H -0.105 3.380 -2.234
H -0.804 0.848 -0.749
H -1.747 1.652 -1.952
H -4.163 2.388 0.404
H -3.718 2.324 -1.303
H -2.825 -0.028 0.328
H -3.557 0.087 -1.307
H -4.900 -0.548 1.169
H -5.584 0.920 0.523
H -8.050 -2.676 -0.843
H -10.451 -3.213 -1.775
H -9.825 0.902 -2.327
H -0.861 3.353 2.437
H -2.033 4.583 2.619
H -3.782 2.492 2.420
H -2.297 1.587 2.559
H -3.676 1.013 4.403
H -3.571 1.820 5.852
H -4.581 4.334 2.047
H -5.242 5.925 1.808
H -3.625 5.829 2.411
H -0.456 5.125 -0.442
H 0.000 4.754 1.177
O 1.637 6.780 -2.923
C 0.850 7.371 -3.618
O 1.211 7.740 -4.852
C 0.300 8.269 -5.824
C 0.124 9.765 -5.668
C -0.504 7.773 -3.085
H -0.650 7.733 -5.796
H 0.750 8.054 -6.791
H -0.310 10.020 -4.701
H -0.526 10.156 -6.451
H 1.090 10.266 -5.729
H -0.413 8.712 -2.540
H -0.829 6.992 -2.406
H -1.274 7.868 -3.847
O 4.951 3.109 1.479
C 5.888 2.792 2.176
O 6.761 1.908 1.706
C 8.015 1.579 2.339
C 7.830 0.509 3.393
C 6.031 3.306 3.588
H 8.500 2.473 2.734
H 8.658 1.201 1.549
H 7.176 0.844 4.201
H 8.792 0.230 3.823
H 7.368 -0.377 2.956
H 5.435 2.682 4.253
H 5.652 4.325 3.621
H 7.058 3.339 3.942
O 10.293 0.251 1.123
C 10.616 -0.909 1.177
O 11.916 -1.217 1.260
C 12.405 -2.538 1.522
C 12.520 -3.353 0.251
C 9.599 -2.019 1.061
H 11.796 -3.034 2.280
H 13.393 -2.402 1.958
H 11.550 -3.497 -0.224
H 12.948 -4.333 0.463
H 13.157 -2.839 -0.470
H 9.403 -2.211 0.006
H 8.678 -1.691 1.537
H 9.894 -2.943 1.550
O 6.535 -4.410 -1.149
C 5.746 -5.278 -1.404
O 4.968 -5.768 -0.421
C 3.864 -6.655 -0.634
C 4.318 -8.099 -0.690
C 5.668 -5.895 -2.781
H 3.292 -6.364 -1.517
H 3.203 -6.516 0.222
H 4.995 -8.275 -1.527
H 3.462 -8.766 -0.794
H 4.859 -8.360 0.219
H 6.423 -6.676 -2.861
H 5.879 -5.120 -3.513
H 4.692 -6.306 -3.028
O -10.559 -5.592 -2.950
C -11.285 -6.070 -2.124
O -11.335 -5.516 -0.896
C -12.300 -5.875 0.098
C -11.854 -7.079 0.901
C -12.077 -7.326 -2.400
H -13.284 -6.016 -0.350
H -12.379 -5.009 0.754
H -11.748 -7.964 0.272
H -12.574 -7.301 1.689
H -10.882 -6.891 1.356
H -11.441 -8.192 -2.217
H -12.374 -7.318 -3.446
H -12.989 -7.413 -1.814
```

Computed properties:
* total charge: +1
* lowest unoccupied orbital energy: -2.141 eV
* Kohn-Sham gap: 8.34 eV